(1)
Below is one molecule with the formula C3H10N2S2, with properties calculated with ωB97M-V with the def2-TZVPD basis set.

**LUMO**: 0.58 eV
**Net charge**: 0
**Calculated total energy**: -27923.7737 eV
**Energy relative to the best compared isomer or geometry (same formula, charge and spin)**: 0.1713 eV
**Frontier orbital gap**: 9.7 eV
**SMILES**: NC[C@H](N)CSS
**Multiplicity**: 1

Structure (XYZ):
```
17
C3H10N2S2, DFT ωB97M-V with the def2-TZVPD basis set
S 3.177 -0.795 1.765
S 1.391 -1.858 1.726
C 0.587 -1.337 0.189
C -0.178 -0.026 0.174
C -1.239 -0.059 -0.919
N -2.136 1.089 -0.798
N 0.732 1.092 -0.065
H 2.730 0.368 2.262
H -0.145 -2.137 0.122
H 1.293 -1.394 -0.643
H -0.701 0.129 1.127
H -1.805 -0.973 -0.726
H -0.760 -0.125 -1.905
H -3.021 0.958 -1.277
H -1.702 1.909 -1.201
H 0.298 1.925 -0.416
H 1.482 1.234 0.585
```


(2)
Below is C45H94Br33Cl4N5 as an isolated structure, with properties calculated with ωB97M-V with the def2-TZVPD basis set.

**LUMO**: -0.49 eV
**Net charge**: 0
**Calculated total energy**: -2417126.2663 eV
**Frontier orbital gap**: 7.7 eV
**Multiplicity**: 1

Structure (XYZ):
```
181
C45H94Br33Cl4N5, DFT ωB97M-V with the def2-TZVPD basis set
C 13.276 19.268 21.586
Br 11.444 18.686 22.015
Br 13.242 21.207 21.578
Br 13.840 18.552 19.889
H 13.957 19.004 22.391
C 17.569 16.830 13.003
Br 17.914 15.457 11.706
Br 15.569 16.885 13.462
Br 18.117 18.609 12.540
H 18.019 16.449 13.948
C 23.935 20.131 16.366
Br 24.590 21.957 16.584
Br 23.226 19.750 14.534
Br 22.817 19.560 17.906
H 24.803 19.465 16.392
C 18.352 11.291 14.973
Br 19.281 11.246 13.192
Br 17.648 13.075 15.450
Br 19.544 10.550 16.333
H 17.554 10.553 14.910
C 14.078 10.221 17.758
Br 15.468 11.472 18.251
Br 14.730 8.631 16.739
Br 12.638 11.150 16.766
H 13.672 9.798 18.658
C 16.931 10.309 22.854
Br 17.137 8.570 22.083
Br 15.247 10.556 23.689
Br 17.328 11.829 21.635
H 17.661 10.377 23.654
C 19.011 22.425 15.989
Br 17.438 21.634 15.400
Br 20.275 22.448 14.479
Br 19.830 21.792 17.608
H 18.774 23.453 16.216
C 25.518 16.158 18.944
Br 25.174 17.392 20.436
Br 26.170 17.093 17.335
Br 24.085 14.974 18.532
H 26.334 15.537 19.157
C 14.783 23.496 19.440
Br 16.380 22.347 19.283
Br 14.390 24.628 17.901
Br 14.821 24.522 21.070
H 13.953 22.770 19.473
C 22.436 15.113 15.047
Br 24.227 14.471 14.830
Br 21.406 13.896 16.091
Br 21.482 15.501 13.370
H 22.379 16.054 15.575
C 21.063 14.718 21.857
Br 22.694 14.795 22.974
Br 19.438 14.814 22.960
Br 21.114 13.279 20.522
H 21.109 15.675 21.325
Cl 21.764 18.252 20.597
C 20.116 18.878 20.899
C 20.004 19.763 22.065
Cl 19.944 18.853 23.687
H 19.451 17.997 20.884
H 19.928 19.532 20.045
H 19.075 20.260 22.097
H 20.713 20.596 22.220
Cl 12.728 17.041 16.884
C 11.108 17.645 17.134
C 10.352 16.699 18.058
Cl 9.718 15.254 17.270
H 10.530 17.728 16.214
H 11.205 18.662 17.623
H 9.454 17.137 18.448
H 10.965 16.384 18.908
C 11.262 11.963 12.331
C 11.874 13.101 11.542
N 13.337 13.155 11.700
C 13.895 14.329 10.940
C 13.706 14.202 9.447
C 13.730 13.275 13.112
C 13.083 14.275 14.049
H 11.824 11.095 12.111
H 10.227 11.787 12.009
H 11.332 12.126 13.451
H 11.684 13.000 10.439
H 11.477 14.014 11.915
H 13.524 15.285 11.342
H 14.960 14.391 11.245
H 12.704 14.495 9.147
H 14.442 14.812 8.983
H 14.017 13.209 9.134
H 14.788 13.594 13.041
H 13.675 12.311 13.588
H 13.692 14.455 14.970
H 12.125 13.968 14.385
H 12.881 15.281 13.653
C 13.641 20.155 12.736
C 13.398 20.277 14.270
N 12.761 21.577 14.632
C 13.656 22.722 14.574
C 12.968 23.949 13.963
C 12.053 21.469 15.894
C 12.991 21.136 17.075
H 14.220 19.243 12.535
H 14.250 20.983 12.325
H 12.748 20.118 12.140
H 12.753 19.521 14.673
H 14.403 20.170 14.730
H 13.956 22.998 15.566
H 14.600 22.476 14.094
H 12.619 23.749 12.918
H 12.159 24.451 14.586
H 13.687 24.673 13.872
H 11.412 20.573 15.791
H 11.413 22.322 16.180
H 13.871 21.750 17.190
H 13.397 20.138 16.885
H 12.390 21.031 17.995
C 12.027 14.806 23.376
C 11.792 14.769 21.876
N 12.462 13.612 21.303
C 13.914 13.793 21.204
C 14.309 14.678 20.018
C 11.840 13.133 20.044
C 10.851 12.048 20.456
H 11.872 13.787 23.758
H 11.300 15.447 23.846
H 13.071 15.117 23.717
H 10.698 14.684 21.778
H 12.077 15.714 21.369
H 14.352 14.088 22.251
H 14.409 12.788 21.012
H 13.812 14.243 19.152
H 14.017 15.736 20.107
H 15.394 14.747 19.758
H 12.551 12.710 19.391
H 11.389 13.939 19.483
H 11.474 11.303 20.921
H 10.357 11.625 19.564
H 10.073 12.404 21.205
C 16.994 18.916 18.202
C 17.447 17.483 17.997
N 18.806 17.186 18.269
C 19.771 18.035 17.472
C 19.413 18.029 16.030
C 19.181 15.796 18.329
C 18.218 14.860 19.038
H 17.580 19.643 17.674
H 17.046 19.139 19.267
H 15.929 18.977 17.855
H 16.841 16.830 18.601
H 17.088 17.115 16.944
H 19.803 18.993 17.983
H 20.734 17.541 17.697
H 18.554 18.658 15.824
H 20.259 18.389 15.471
H 19.234 16.973 15.752
H 20.165 15.656 18.766
H 19.276 15.351 17.259
H 17.275 14.725 18.511
H 18.001 15.235 20.092
H 18.692 13.863 19.092
C 15.383 21.565 24.489
C 16.144 20.438 23.633
N 15.474 19.145 23.656
C 15.215 18.635 25.048
C 13.809 18.912 25.569
C 16.300 18.133 22.916
C 15.812 16.717 22.707
H 15.865 22.494 24.362
H 15.346 21.421 25.584
H 14.339 21.639 24.218
H 16.235 20.806 22.585
H 17.115 20.360 24.125
H 15.548 17.591 25.146
H 15.915 19.199 25.646
H 13.772 18.566 26.608
H 13.569 19.977 25.522
H 13.096 18.384 24.938
H 17.296 18.113 23.443
H 16.564 18.583 21.936
H 16.209 16.391 21.760
H 14.707 16.649 22.574
H 16.119 16.176 23.525
```


(3)
Below is one molecule with the formula C4H7NO2, with properties calculated with ωB97M-V with the def2-TZVPD basis set.

**LUMO**: 0.99 eV
**Net charge**: 0
**Calculated total energy**: -9842.5202 eV
**Energy relative to the best compared isomer or geometry (same formula, charge and spin)**: 4.7595 eV
**Frontier orbital gap**: 10.5 eV
**SMILES**: ON[C@]12CC[C@H]1O2
**Multiplicity**: 1

Structure (XYZ):
```
14
C4H7NO2, DFT ωB97M-V with the def2-TZVPD basis set
O 1.007 -0.611 -2.248
N -0.326 -0.365 -1.763
C -0.251 -0.070 -0.365
C -0.702 1.112 0.503
C 0.155 0.496 1.667
C 0.626 -0.577 0.687
O -0.585 -1.261 0.397
H 0.847 -0.760 -3.192
H -1.784 1.181 0.644
H -0.311 2.091 0.210
H -0.441 0.025 2.454
H 0.911 1.155 2.101
H 1.566 -1.107 0.587
H -0.710 -1.310 -1.680
```